Computed, not measured: a cluster of 16 separate species, C52H148N12O16 in total at a distorted geometry, with ωB97M-V with the def2-TZVPD basis set.

Structure (XYZ):
```
228
Properties=species:S:1:pos:R:3:forces:R:3:mulliken_charge:R:1
O -2.84849 3.02145 0.61322 0.559 -0.264 0.840 -0.045
O -1.17467 -1.98213 4.48498 0.151 -1.161 0.542 0.414
O 0.59335 3.85120 3.82964 0.353 1.495 0.106 -0.491
O 3.83465 -0.43985 5.84924 0.130 -0.308 0.095 -0.428
O -1.27320 0.05791 -2.63108 -0.391 1.051 -0.718 0.478
O -0.01475 3.98579 -4.51573 -0.106 -0.580 -0.506 -0.572
O 0.85504 -3.01431 -4.53796 -0.765 -1.070 1.146 -0.598
O -2.64893 4.11187 -3.69706 0.546 0.797 0.074 0.185
O -7.61263 -4.83237 -5.17154 -0.206 -0.339 0.034 -0.313
O -4.09307 0.78060 3.49493 -0.391 0.849 -0.057 -0.279
O -5.42029 3.05432 2.22082 0.866 -0.321 -1.476 -0.628
O 5.93196 -2.82111 -4.08969 -0.115 0.411 -0.625 -0.318
O 7.58567 -1.06924 -0.23556 0.185 -0.478 0.667 -0.301
O -2.26348 -3.50521 -1.36031 -0.515 -0.018 -0.025 0.312
O 2.57256 5.99028 -1.75250 0.409 0.564 -0.526 -0.502
O 1.29491 -6.37232 4.30829 0.064 -0.619 -0.618 -0.313
N -0.99902 6.65790 -2.08209 -1.819 -0.986 -0.091 -0.114
N -4.58768 -3.78914 1.53467 1.064 -0.881 -0.474 -0.716
N -2.63456 5.31158 -6.31713 0.186 0.461 -1.179 -0.620
N 3.34350 -4.00379 -3.84941 0.404 -1.493 -1.028 -0.468
N 2.61860 1.01507 2.65656 -0.275 -0.463 -0.127 0.644
N -4.45174 -3.01870 -5.35944 -0.598 0.536 1.759 -0.591
N 0.43497 -4.35126 2.66194 -0.456 2.253 -1.205 0.034
N 7.10139 -2.06738 5.35129 -0.820 0.641 -0.715 -0.670
N -1.53348 6.37160 1.01353 1.095 -0.072 -2.648 -0.578
N 4.99272 1.50806 0.22708 -0.063 -0.963 -0.053 -0.394
N 0.84582 -0.58524 0.15740 1.815 1.595 0.002 0.361
N -1.03539 -3.63747 6.64165 -0.342 0.514 -0.231 -0.641
C 2.65542 -3.27805 2.55223 -0.861 -0.956 0.795 0.511
C 6.96157 0.14355 -0.54428 -1.733 -0.593 0.506 -1.082
C -1.88357 4.04444 0.58369 0.555 1.219 -0.561 2.322
C -2.28929 -2.97120 6.31374 0.453 0.858 -0.661 0.852
C 5.71404 0.22009 0.38400 -0.902 0.604 -0.795 0.858
C 4.80382 -1.47112 5.76825 0.283 0.320 -0.417 -0.798
C 0.91720 2.51891 3.53823 -0.380 -0.069 0.422 0.127
C 8.93101 -1.11225 -0.62739 0.221 0.851 0.039 -0.906
C 3.35246 4.83382 -1.56011 1.162 1.084 -1.006 -0.139
C -1.90376 -1.68513 5.65592 -1.298 2.583 -0.724 -0.630
C -3.73790 5.71051 0.17449 0.103 1.090 -0.226 -1.536
C 6.14530 -0.94934 5.18842 -1.196 0.228 1.128 0.529
C -2.54094 5.33783 1.02053 -0.284 0.527 -0.991 -0.477
C 2.07725 -5.24582 4.13908 0.114 2.065 -0.997 -0.845
C 2.29111 2.44023 2.83271 -0.253 0.259 0.357 0.241
C -2.37779 2.93331 -2.96988 -0.485 -0.119 1.444 -1.146
C 5.53799 -3.25670 -2.83042 -0.138 -0.733 1.145 -0.416
C -3.83198 -3.11484 0.42399 0.220 1.675 0.887 0.662
C -5.16056 -0.17193 3.57603 -0.318 1.707 -0.242 -0.782
C 1.27300 -1.82980 -5.07453 -0.311 1.842 -0.899 -0.325
C -3.10700 -1.86844 1.11321 -0.247 -2.053 -1.486 -0.069
C 3.45511 -3.70675 -1.39056 1.133 0.252 -0.425 -0.505
C 0.05934 2.72140 -5.23775 -0.133 1.296 -0.344 -0.215
C 0.56471 0.20230 -1.06071 -1.203 -1.169 -0.536 2.628
C -5.66337 -3.76570 -3.29147 -2.099 -1.302 -0.484 -0.897
C 1.20176 5.67591 -1.88308 0.005 1.230 0.857 0.077
C 0.89972 -6.63201 5.61870 -0.538 -0.045 0.686 -0.666
C 1.81688 -4.58970 2.75307 1.246 -0.064 0.501 0.298
C 1.79578 0.40252 -1.92571 1.347 2.956 1.318 0.500
C 7.32022 -2.86769 -4.30372 -0.573 0.651 -1.258 -0.689
C 3.99348 -3.22453 -2.82221 0.040 -1.201 1.896 1.106
C -5.12033 5.18123 -6.37889 0.629 0.458 2.259 -1.443
C 4.63988 -0.84490 0.11467 0.894 0.090 -1.090 -0.607
C -3.79074 5.28941 -5.48665 -1.383 -0.198 0.082 0.733
C -3.77832 4.10736 -4.52605 -0.939 -0.625 -0.942 -1.253
C -0.55049 -0.95998 3.77470 -0.499 0.671 -0.043 -0.277
C -2.18362 1.77530 0.71343 -1.318 -0.841 0.008 0.794
C -3.08639 -2.67384 7.53128 -0.735 0.667 0.398 -1.693
C -2.00651 -0.72925 -3.54518 -0.495 0.208 -0.803 -0.491
C -8.93476 -4.48752 -4.87640 -1.295 0.719 -1.661 -0.695
C 0.86921 8.24487 -1.70681 -1.711 -1.243 -1.569 -1.767
C -6.72079 -3.81140 -5.51855 0.868 -0.003 -1.040 -0.722
C -1.19890 -4.24768 -1.87141 0.920 -0.566 -1.082 -1.088
C 2.29343 3.13074 1.44304 -0.057 -0.550 1.853 -2.180
C -5.38282 -3.99123 -4.78892 -0.171 0.476 0.772 0.576
C 2.59000 -1.05868 6.12825 -0.315 0.082 -0.987 -0.290
C -0.36179 -0.67458 -1.88016 -1.159 -1.601 0.644 0.153
C -0.76228 4.23681 4.04195 -0.120 -2.965 -0.602 -0.065
C -6.56358 3.08710 1.37511 -0.704 0.573 0.398 -0.896
C 5.94496 -0.52627 3.73366 2.051 -1.001 -1.411 -1.289
C -2.80659 -4.08200 -0.19404 -0.916 0.464 -0.165 -0.885
C 0.36207 6.90286 -2.32570 2.923 0.317 -1.234 0.511
H -1.07530 3.95217 1.34495 -0.219 -0.624 -0.807 -0.723
H 0.34527 1.93373 -4.53977 -0.328 -0.244 -0.178 -0.166
H 8.90030 -1.11811 -1.69598 0.667 -0.399 -1.037 0.324
H -3.69748 -2.82363 -4.69176 -0.199 -0.258 -0.761 0.142
H -4.53111 -2.58433 -0.31730 0.769 -1.515 0.753 0.268
H -6.63552 2.44559 0.48349 0.902 0.020 0.181 0.270
H -2.41332 -1.63318 -3.03526 0.330 0.375 -0.437 -0.252
H 0.92874 -0.89036 -4.51824 0.731 -1.141 -0.298 -0.095
H 0.00406 -0.77984 0.64173 -1.259 -0.473 0.208 -0.234
H -2.35574 1.24430 -0.19308 -0.264 -0.760 -0.829 0.508
H -2.59584 -2.20419 1.99313 0.308 -0.152 0.674 -0.155
H 1.93787 2.40801 0.76121 -0.632 -0.743 -1.093 0.347
H -7.41753 2.80049 1.96327 -0.373 0.014 0.438 0.328
H -2.30959 2.12417 -3.66395 -0.103 -0.851 -0.177 1.125
H 0.05482 2.07277 3.00890 0.555 -0.170 -0.423 -0.419
H -5.16632 -4.54397 1.14635 0.078 0.430 0.016 0.325
H -2.94835 -3.45023 5.59046 0.115 -0.725 -0.217 0.102
H 0.89852 8.26549 -0.64878 0.653 -0.409 1.107 0.343
H 5.93673 -2.59441 -2.00569 -0.306 -0.423 -0.702 -0.128
H -3.36664 -3.55918 8.05516 -0.081 -0.786 0.510 0.435
H 0.44055 6.99281 -3.46608 0.726 0.089 1.249 0.283
H 4.44987 -2.28715 5.13851 -0.119 -0.091 -0.460 0.148
H 5.84439 -1.44463 3.06796 -0.393 0.965 0.853 0.377
H 0.84187 -5.69701 6.18644 0.068 -0.107 0.132 0.262
H -1.83811 5.09032 -5.75246 0.802 0.324 -0.121 0.081
H -9.09580 -4.03782 -3.92024 0.374 0.375 0.991 0.315
H 2.34933 -1.79561 -5.31491 -0.193 0.095 0.403 0.227
H -2.90711 5.25332 2.01484 -0.140 -0.611 1.165 0.617
H 4.86360 -1.92393 6.75564 0.657 0.000 0.381 0.484
H -1.45081 4.10614 -0.48537 -0.353 0.194 1.590 -0.782
H 6.62894 0.21511 -1.60897 0.217 -0.202 0.398 0.266
H -1.31956 -0.28847 3.34623 0.445 0.006 0.071 0.224
H -3.89373 -1.20659 1.36013 -0.485 1.002 0.389 0.021
H -4.46507 1.65874 3.20465 0.222 -1.216 0.315 0.251
H 1.01415 1.95133 4.47317 -0.055 -0.124 0.130 0.458
H 2.88833 4.23932 -0.81624 0.072 -0.719 1.144 -0.183
H -0.93253 4.08114 -4.19030 0.512 -0.068 -0.302 -0.008
H 4.41754 5.15476 -1.37279 -1.220 -0.332 0.360 0.318
H 4.63941 1.56890 -0.71602 -0.356 -0.093 -0.295 0.143
H 5.95466 -4.28978 -2.63359 -0.544 0.675 -0.103 0.341
H 0.18311 -1.32273 -2.54162 0.742 -0.399 -0.411 -0.406
H -1.82268 7.21739 1.44128 -0.555 0.712 0.679 0.346
H 7.38359 -2.16900 6.30876 0.171 0.043 0.272 0.239
H 5.62913 2.26249 0.29163 0.812 1.009 0.349 0.335
H 9.46882 -1.96715 -0.20211 -0.442 0.116 -0.145 0.242
H -0.92196 5.26116 3.82624 0.339 1.103 0.107 0.331
H -0.95447 -3.89056 -2.90226 -0.295 -0.170 0.789 0.168
H -1.37952 3.68237 3.29753 0.043 0.204 0.449 -0.333
H -2.00961 -4.24461 0.55461 -0.166 -0.196 -0.140 0.158
H -9.44511 -3.75651 -5.61142 1.032 -1.042 0.629 0.269
H 1.08012 4.89046 -2.58765 -0.282 -0.899 -0.728 0.302
H -1.42358 7.50695 -2.40635 -0.925 0.327 -0.035 0.304
H 4.99275 -1.87514 0.13485 0.299 0.182 0.498 1.136
H 5.98603 0.17433 1.42662 0.557 -0.103 0.094 -0.523
H 1.59517 -3.44508 -4.08095 0.404 -0.013 -0.080 0.382
H -5.93746 4.67372 -5.80986 0.616 0.282 -0.525 0.324
H -0.90079 2.55700 -5.77674 0.542 -0.307 0.514 0.254
H -4.69954 4.27558 -4.01577 -0.636 0.162 1.429 0.373
H 2.35485 -0.52506 -1.88337 0.152 -0.069 -0.501 -0.112
H -4.32456 6.47858 0.71792 0.147 -0.320 -0.558 0.318
H 2.70815 -2.87736 1.54158 -0.042 -0.511 -0.193 -0.586
H -2.86035 -0.09601 -3.88263 0.480 -0.518 0.255 0.388
H -1.42590 2.99205 -2.41331 -0.184 0.369 -0.637 -0.294
H 2.31136 -1.61878 5.18051 -0.250 0.407 1.192 -0.061
H -9.52333 -5.40259 -4.89633 0.052 -0.082 -0.064 0.271
H -4.71290 3.33882 1.59385 0.070 -0.432 0.967 0.304
H -6.50417 -3.82640 -6.62207 -0.390 -0.065 0.667 0.246
H -4.90743 4.69245 -7.30178 0.240 -0.650 -0.481 0.391
H 7.62526 -3.83919 -4.65732 0.269 -0.579 0.130 0.317
H 3.65111 -3.41629 2.98490 -0.046 0.279 -0.109 0.331
H -6.66692 4.13449 1.10615 -0.500 0.072 -0.499 0.369
H -1.43450 6.61728 -0.02632 0.351 -0.332 1.746 0.094
H 6.37712 -0.03765 5.79704 0.205 -0.568 -0.433 0.227
H -4.34715 4.87560 -0.06705 -0.839 -0.876 0.034 0.374
H -0.45774 -3.71047 5.80464 -0.273 -0.300 0.303 0.202
H -4.71111 -1.13175 3.54043 0.259 -0.996 0.124 0.247
H -0.10238 -7.08702 5.64511 0.248 0.117 -0.330 0.245
H 1.77409 8.41184 -2.24582 0.860 0.664 0.312 0.445
H 1.56605 -7.32737 6.12600 0.294 0.003 0.089 0.298
H -1.14340 1.84387 0.80912 1.680 0.629 0.172 -0.453
H 0.05610 -3.77137 3.39107 -0.180 0.068 0.265 -0.365
H 1.30051 0.06343 0.81925 0.323 -0.527 -0.145 -0.604
H 0.12086 9.00322 -1.94021 0.102 0.253 -0.429 0.478
H -0.95511 -1.40449 -1.27022 0.456 0.614 0.099 -1.199
H -0.07890 -5.16048 2.52549 -1.167 -1.630 -0.010 0.256
H 2.08226 -2.53196 3.09185 0.285 0.457 0.425 -0.688
H -5.79340 -0.04762 2.68257 -0.116 -0.249 0.347 0.333
H -1.13420 3.91628 5.03056 0.220 0.394 -0.138 0.343
H -3.39561 6.08914 -0.79945 -0.078 0.175 0.258 0.218
H -4.02073 -2.14238 7.33081 0.043 -0.097 -0.381 0.342
H -4.80988 -3.74840 -2.66078 0.929 -0.053 0.487 -0.115
H 3.04649 2.90801 3.51109 -0.651 0.078 -0.410 0.333
H -4.98063 -5.02893 -4.88031 -0.529 0.463 -0.120 0.154
H 2.44962 1.25412 -1.47792 -0.697 -1.483 -0.335 -0.733
H 2.38709 -3.95260 -1.29735 0.299 0.303 -0.469 0.229
H 9.46390 -0.17496 -0.36024 -0.172 -0.411 0.203 0.357
H 1.61718 0.83954 -2.92986 -0.322 -0.897 0.404 -0.322
H 1.78015 -4.47042 4.83778 -0.297 0.342 0.534 0.072
H 4.30634 -0.70650 -0.92444 -0.089 0.049 0.148 0.041
H 0.83534 2.81708 -6.02326 -0.308 0.020 0.540 0.401
H 3.13622 -5.29365 4.27155 1.063 -1.126 0.326 0.472
H 0.75599 -1.78187 -6.02534 -0.007 0.450 -0.542 0.339
H -1.32981 -1.02850 6.36766 -0.192 -0.562 -0.593 0.288
H 0.01305 -1.45584 3.00732 0.126 -0.124 -0.718 -0.366
H 7.56537 -2.14418 -5.09694 -0.143 -0.200 0.243 0.246
H 0.18926 -0.40398 4.35263 -0.180 0.217 0.354 0.194
H -2.86236 -1.08576 5.35316 1.477 -0.869 0.531 -0.116
H -6.33415 -2.91952 -3.03497 0.613 -0.082 -0.525 0.290
H -2.51864 6.18195 -6.87275 0.033 -0.971 0.869 0.261
H 1.73504 4.04077 1.37878 -0.623 0.468 0.306 0.704
H -1.26929 -4.51949 7.03350 0.329 -1.031 0.167 0.280
H -1.39714 -5.35421 -1.93346 -0.071 0.875 0.156 0.482
H -4.02430 3.13001 -4.98948 1.030 0.142 -0.264 0.445
H 6.89880 -0.07778 3.31650 -0.754 -0.296 0.690 0.414
H 2.84239 0.47125 3.49475 -0.302 0.696 0.073 -0.216
H 7.82248 -2.57024 -3.42018 0.822 0.129 0.988 0.212
H -1.28254 5.94283 -2.77555 -0.269 0.354 0.748 -0.342
H -7.10454 -2.81401 -5.28593 -0.031 -0.029 0.097 0.408
H 4.03402 -4.58666 -1.02993 -0.335 0.173 -0.667 0.419
H -0.00967 1.10603 -0.83526 0.386 0.303 -0.185 -0.728
H 3.28303 3.36188 1.17220 1.338 0.194 -0.365 0.693
H -3.12125 2.77430 -2.16027 0.015 -0.139 -0.652 0.325
H -2.37959 -1.42594 0.43498 -0.112 0.150 -0.116 -0.247
H -3.81703 6.13598 -4.75103 -0.348 -0.023 -0.800 0.192
H 3.41234 4.23061 -2.46341 -0.207 -0.173 -0.434 0.335
H -2.54083 -2.02617 8.19114 0.485 0.177 0.518 0.420
H -5.76829 -0.03794 4.49793 0.314 -0.141 -0.497 0.294
H 0.87766 5.35261 -0.89026 -0.501 -0.104 0.098 -0.202
H -0.30304 -4.08669 -1.25778 0.020 -0.155 0.052 0.247
H 3.73483 -2.22279 -3.10755 -0.208 0.936 0.620 -0.186
H 3.77489 -0.70924 0.74654 -0.180 -0.062 0.265 -0.507
H -2.50102 1.16418 1.55445 -0.572 0.169 0.181 -0.529
H -5.46871 6.17209 -6.61748 -0.193 0.447 -0.083 0.393
H -3.85956 -4.33240 2.07146 -0.927 0.891 -0.449 0.284
H 3.71101 -2.97624 -0.62516 -0.433 0.163 -0.248 -0.440
H 7.62190 0.97331 -0.35182 0.365 0.532 0.191 0.688
H -3.32081 -5.03542 -0.45746 0.401 0.274 0.220 0.265
H 2.65562 -1.76271 6.97741 -0.027 0.209 -0.267 0.441
H -4.13788 -3.37289 -6.22302 0.922 -0.180 -0.996 0.245
H 7.90820 -1.95114 4.76417 0.314 0.092 -0.052 0.230
H 5.18071 0.22096 3.51232 -0.188 -0.333 0.495 0.190
H 3.42992 0.92100 2.06976 0.278 0.210 -0.444 -0.456
H 2.08904 -5.29018 1.97803 0.124 -0.421 -0.312 0.521
H -6.30170 -4.67234 -3.05859 0.808 0.879 0.272 0.370
H 3.20056 -4.98291 -3.58037 0.250 0.412 0.063 0.274
H -1.42054 -0.98390 -4.48693 -0.439 0.002 1.233 0.242
H 1.86962 -0.25839 6.36896 0.191 -0.457 -0.220 0.250
H 3.92334 -4.03379 -4.70577 -0.494 0.207 0.574 0.231
```
Forces are in eV/Å.

* LUMO level: 0.54 eV
* charge: 0
* 2S+1: 1
* HOMO-LUMO gap: 9.22 eV
* ΔE to the lowest compared entry with this formula, charge and spin: 144.0 kJ/mol
* max |F|: 3.506 eV Å⁻¹